(1)
This record from the Open Molecules 2025 dataset describes a 2-piece molecular cluster, C6H14O overall at a distorted geometry. The level of theory is wB97M-V/def2-TZVPD.

Calculated values
* SMILES: C=C(CC)CC.O
* LUMO level: 0.88 eV

Last column: natural (NBO) charge in e.
Atoms and positions in Å:
1 H 2.744 1.146 -0.559  0.20
2 H 1.203 0.692 -1.985  0.20
3 C 2.614 0.444 0.253  -0.60
4 C -2.511 0.511 -0.357  -0.61
5 C -1.233 0.615 0.592  -0.45
6 H 2.671 -0.553 -0.312  0.21
7 H -2.373 -0.409 -0.985  0.21
8 H -0.184 -1.918 0.052  0.48
9 H -0.530 1.083 -2.194  0.21
10 C 0.195 0.716 -1.453  -0.45
11 H -1.312 1.561 1.265  0.22
12 H 1.179 -0.271 1.562  0.22
13 H -1.348 -0.215 1.391  0.23
14 O -0.324 -2.865 0.237  -0.95
15 H 1.286 1.566 1.356  0.22
16 H -2.508 1.347 -1.100  0.20
17 H -0.473 -3.324 -0.600  0.47
18 C 0.052 0.641 -0.079  0.01
19 H -3.381 0.545 0.298  0.22
20 C 1.243 0.580 0.867  -0.45
21 H 3.448 0.636 0.974  0.22

(2)
This record from the Open Molecules 2025 dataset describes an isolated molecule of C10H8Cl2F2 at a distorted geometry. The level of theory is wB97M-V/def2-TZVPD.

Calculated values
* SMILES: CC(C1=CC=C[C@@H]2[C@H]1C2(Cl)Cl)=C(F)F
* LUMO level: 0.24 eV

Last column: natural (NBO) charge in e.
Atoms and positions in Å:
1 C -1.028 -2.136 -0.864  -0.20
2 C -0.475 -0.265 0.315  -0.18
3 Cl -4.465 -2.236 -0.714  0.02
4 F -1.381 4.219 -0.869  -0.34
5 C -0.403 -1.620 0.239  -0.29
6 H 0.309 -2.179 0.711  0.22
7 F -1.653 2.501 -2.309  -0.33
8 C -1.147 2.552 1.382  -0.63
9 C -1.397 2.047 0.077  -0.19
10 H -3.277 0.519 -1.368  0.25
11 C -2.033 -1.360 -1.421  -0.18
12 C -3.280 -1.123 -0.027  -0.12
13 C -1.416 0.593 -0.165  -0.05
14 H -1.773 1.887 2.021  0.23
15 C -2.592 -0.052 -0.829  -0.30
16 C -1.454 2.826 -0.963  0.75
17 H -1.471 3.644 1.426  0.24
18 H -2.569 -1.631 -2.372  0.24
19 H -0.696 -3.024 -1.421  0.23
20 Cl -2.748 -1.426 1.500  0.16
21 H 0.212 0.228 1.044  0.21
22 H -0.055 2.501 1.674  0.23

The records above give, respectively, energy relative to the best compared isomer or geometry (same formula, charge and spin) values of 1.623, 3.438 eV.